[1]
The following is a DFT calculation (wB97M-V/def2-TZVPD) of C33H26Br4O4PPtSe2 as an isolated structure in a non-equilibrium geometry.

Structure (XYZ):
```
71
Properties=species:S:1:pos:R:3:forces:R:3
H 2.615693 -4.744280 3.292334 0.1 0.0 -0.1
C 3.936089 1.694353 -0.552540 0.0 0.0 0.0
O 0.979731 -5.275737 2.358805 0.1 -0.1 -0.1
O 0.755905 -0.320145 -2.734491 -0.1 0.1 0.2
H 0.309246 -1.124105 4.236612 0.0 0.0 -0.1
C 0.598250 -3.217546 -5.637597 0.2 0.3 -0.4
H -3.344802 2.529023 4.248025 0.0 -0.1 0.0
C 1.242075 1.526715 0.101544 0.1 0.2 0.2
C -1.373881 3.326869 4.513964 0.1 0.0 0.0
Br -0.355828 -5.238255 -3.816053 0.0 0.0 0.0
C -2.347127 2.604326 3.837906 -0.1 0.1 0.1
C 0.188404 -3.496607 -4.333301 -0.4 0.3 0.5
C 0.214528 -4.395498 3.164597 -0.2 0.2 0.1
C 2.074214 -3.140886 4.229266 0.0 0.1 0.1
C 2.217877 1.189174 1.041922 -0.1 -0.1 -0.2
H -2.413032 -1.129953 -3.438381 0.2 0.0 0.1
H -3.958475 2.719555 -4.427890 0.0 0.0 0.0
Se -0.169330 -2.627346 0.667388 -0.4 1.3 1.1
Pt -0.633308 -0.743358 -0.921849 -1.3 0.6 1.0
C -1.948352 0.410071 -2.021860 1.5 -0.7 0.1
C -0.107510 3.444721 3.964716 0.0 0.1 0.1
H 0.167766 -4.860471 4.152915 0.0 0.0 0.0
H 2.162055 -2.886866 1.601652 -0.1 0.0 -0.1
C -3.398433 2.077463 -3.759393 -0.1 0.0 -0.2
H -1.068759 4.136212 0.527809 0.0 0.0 0.0
H 4.984956 1.750648 -0.812587 0.0 0.0 0.0
C -3.228877 0.752714 -4.046443 -0.2 0.2 0.2
H 0.819703 -5.046405 1.433888 0.0 -0.1 0.0
O -0.439683 -2.712241 -2.189742 -0.4 0.7 1.0
H 3.262929 2.306198 -2.493454 0.0 0.0 0.0
C 1.264460 -2.401324 1.989273 0.5 -0.3 -0.6
C -2.300604 4.534663 -1.195275 -0.1 0.2 -0.1
O 3.068078 -3.994133 3.707264 0.0 -0.1 0.0
C -2.046040 1.986052 2.639077 0.1 0.0 0.0
C 0.929549 -1.914117 -5.984728 0.0 -0.5 -0.1
H -3.496696 4.645250 -2.960138 0.0 0.0 0.0
C -2.066798 1.793265 -1.736738 -0.3 0.1 0.0
H -0.806076 -4.297574 2.782638 0.1 -0.1 0.1
Br 0.715949 -4.604256 -6.923403 0.0 -0.1 0.0
H -0.622861 -2.520320 4.798561 -0.1 0.0 0.0
Br 1.427706 0.860842 -5.398540 0.1 0.1 0.0
H -3.646940 0.333035 -4.951702 0.0 0.0 0.0
C 2.970114 2.011594 -1.495125 0.0 0.0 0.0
H 2.553457 -2.171147 4.395039 -0.1 0.0 0.0
H -2.797615 1.404175 2.120241 0.0 0.0 0.0
C -0.150453 -2.063979 3.926960 -0.7 0.3 0.5
H 1.172043 2.989869 2.316544 0.0 0.0 0.0
H -2.369981 5.593153 -0.980631 0.0 0.0 0.0
H 0.867847 2.174504 -1.907723 0.1 -0.1 -0.1
C 0.616935 -1.189103 -3.664309 0.3 -0.2 -0.2
C 0.843131 -2.990738 3.310211 0.9 -0.9 0.2
Br 1.328767 -1.477436 -7.783612 0.1 0.0 0.0
H 1.729212 -3.518823 5.204726 0.0 0.1 0.0
C 0.951272 -0.926497 -5.001395 -0.2 0.0 0.3
C -1.555530 3.708636 -0.338900 0.0 -0.3 -0.1
C -2.925571 4.010155 -2.293276 0.1 0.0 0.0
P -0.514175 1.241837 0.483442 0.0 -0.6 -2.1
C -0.774878 2.108753 2.076733 -0.1 -0.8 0.4
C 0.082741 -2.503524 -3.347989 0.3 0.0 -1.0
C -2.508649 -0.083560 -3.171543 -0.1 -0.2 0.1
H 1.912590 0.835849 2.020104 0.1 0.0 0.1
C 0.192770 2.847621 2.749463 0.0 0.0 -0.2
H 0.653853 4.020261 4.474969 0.0 0.0 0.0
C 3.559901 1.285999 0.719227 0.1 -0.1 0.0
C 1.625324 1.936562 -1.173197 -0.1 0.1 0.2
H 4.315666 1.031995 1.450967 0.0 0.0 0.0
Se -1.544852 -1.671695 2.601972 0.4 -0.5 -1.0
H -1.602078 3.806314 5.456716 0.0 0.0 0.0
H 1.476928 -1.338756 2.095347 0.0 0.0 -0.1
C -2.822367 2.635257 -2.598338 0.2 -0.1 0.0
C -1.448176 2.362965 -0.600671 0.1 0.4 0.2
```
Forces are in eV/Å.

Total charge: -1
Total energy (Ha): -17133.72392
Frontier orbital gap (hartree): 0.1700
2S+1: 1

Mulliken population analysis, charges in e, atoms 1 to 4:
1. H 0.455
2. C -0.695
3. O -0.630
4. O -0.619

[2]
The following is a DFT calculation (wB97M-V/def2-TZVPD) of a 2-piece molecular cluster, C9H18O3Si2 overall in a non-equilibrium geometry.

Structure (XYZ):
```
32
Properties=species:S:1:pos:R:3:forces:R:3
H 2.652914 -1.380199 2.950564 -0.8 -1.2 1.9
H -3.706127 1.579402 -2.455756 -0.5 -2.9 -0.2
O 3.318999 -1.145338 1.206241 -1.0 1.8 -3.5
H 1.364522 -2.212487 -1.906894 -1.8 0.6 -0.4
C 2.369170 -2.103200 -1.618498 0.5 1.0 -2.2
H -4.828108 0.215368 -2.961994 -2.1 -0.3 -0.1
C -3.935013 0.370661 -2.449452 1.0 5.0 1.2
H -2.986136 -0.665100 2.358223 1.5 1.1 3.1
H 0.310880 -0.168543 1.466697 -1.3 -0.3 3.6
H -3.047708 4.292479 0.997964 -0.1 0.8 -0.1
H 2.464897 -2.723660 -0.823943 0.8 -2.0 2.6
Si -2.913780 0.348543 0.110570 1.8 -1.0 -1.7
C -3.311165 -0.935400 1.441831 0.1 0.0 -2.4
C -0.263770 0.055071 -0.494180 -4.2 0.3 4.6
H 3.969325 1.810593 0.397611 2.2 0.4 1.6
C 0.576802 -0.058608 0.510089 3.0 -0.4 -3.7
H 2.930443 -2.423920 -2.450224 0.8 -1.1 -0.9
C 3.457214 -0.855187 2.543274 2.5 -0.3 0.5
C -3.158817 3.339955 0.573805 0.2 -0.7 0.2
H -4.311604 -1.184829 1.625799 -2.0 0.3 -0.3
O 2.838665 -0.806374 -1.401341 -0.9 0.7 1.3
H 4.529645 -1.280771 2.721411 -2.0 0.9 0.9
H -3.234995 -0.133898 -2.972219 2.6 -1.1 -2.3
H 2.397550 2.369164 0.104001 0.3 -0.6 -0.3
H 3.474524 1.799144 -1.210212 -0.4 -0.4 0.2
C 3.148952 1.594016 -0.179003 -2.2 0.1 -0.7
Si 2.486675 -0.162258 0.089334 0.1 0.6 -0.1
O -3.822425 -0.125855 -1.177296 -0.6 -0.6 2.0
H 0.003602 0.161337 -1.447456 0.9 0.4 -3.9
H 3.323091 0.181258 2.918071 0.5 -0.1 -0.7
C -3.173059 2.172138 0.279966 0.2 -0.7 0.5
H -2.925161 -1.923503 1.253016 0.8 -0.1 -0.6
```
Forces are in eV/Å.

Total energy (Ha): -1158.31130
Frontier orbital gap (hartree): 0.3131
2S+1: 1

Mulliken population analysis, charges in e, atoms 1 to 4:
1. H 0.291
2. H 0.208
3. O -0.341
4. H 0.315

[3]
The following is a DFT calculation (wB97M-V/def2-TZVPD) of C21H20CoF6N2O2Si as an isolated structure.

Structure (XYZ):
```
53
Properties=species:S:1:pos:R:3:forces:R:3
C -3.241927 0.132666 -0.009854 0.0 0.0 0.1
H 4.805990 -1.516817 0.941240 0.0 0.0 0.0
C -0.390591 -1.369419 5.295244 0.0 0.0 0.0
O 1.355947 1.697105 -0.636313 0.0 -0.1 0.0
H -2.315274 -2.309919 5.543369 0.0 0.0 0.0
H 3.145993 1.188338 -1.430995 0.0 0.0 0.0
H 0.054825 -2.725859 -0.465211 0.0 0.0 0.0
C 3.633454 -1.172755 3.742620 0.0 0.0 0.0
C -4.510304 -1.096403 -1.630616 0.0 0.0 0.0
C 0.548631 -0.864183 4.411109 0.0 0.0 -0.1
C 0.716791 -2.283863 -1.198352 -0.1 0.0 0.0
C -0.862913 -1.468155 2.643396 0.0 0.0 -0.1
C -4.385546 -0.558138 -0.361438 0.0 0.0 0.0
N 0.971383 -0.979431 -1.043767 0.1 -0.1 0.0
H 0.455965 1.894277 -0.961284 0.0 0.0 0.0
F -5.373090 -0.719530 0.525594 0.1 0.0 0.0
H 1.018841 -4.077565 -2.311310 0.0 0.0 0.0
H -2.744948 -2.355891 3.067960 0.0 0.0 0.0
C 1.772802 -0.367026 -1.911325 0.0 0.1 0.0
F -3.583913 -1.457655 -3.764663 0.0 0.0 0.0
C 3.738975 -1.373041 0.754468 -0.1 0.0 0.0
H 2.981050 1.927018 1.300675 0.0 0.0 0.0
C 0.364773 -0.916788 3.016435 0.0 0.0 0.2
H 1.931416 1.640613 -2.622551 0.0 0.0 0.0
C -1.825729 -1.963542 3.483275 0.0 0.0 -0.1
H -0.193954 -1.305840 6.357875 0.0 0.0 0.0
C -2.179620 0.313529 -0.899853 0.1 0.0 -0.1
N 1.236995 -0.431076 2.059151 0.1 0.1 -0.1
Si 2.967911 -0.393075 2.166916 0.0 0.0 0.1
C 2.353432 -1.045876 -2.972791 0.0 0.0 0.0
C 2.088146 1.097123 -1.687490 0.0 0.0 0.0
H 3.592096 -0.497680 4.598729 0.0 0.0 0.0
C 1.256129 -3.027150 -2.225782 0.0 0.0 0.0
H 3.516340 1.895414 2.979024 0.0 0.0 0.0
H 4.627123 1.412863 1.694430 0.0 0.0 0.0
O -1.085122 0.970789 -0.565179 0.0 0.1 0.1
F -5.617030 -1.763567 -1.976020 0.0 0.0 0.0
H 3.090481 -2.082922 4.005341 0.0 0.0 0.0
H 3.278495 -2.358939 0.654664 0.0 0.0 0.0
C -1.580867 -1.929284 4.848127 0.0 0.0 0.0
F -1.343708 -0.114276 -3.067360 0.0 0.0 0.0
H 3.648752 -0.862161 -0.204072 0.0 0.0 0.0
H 2.539410 -2.943709 -3.950400 0.0 0.0 0.0
C 2.094837 -2.392801 -3.132400 0.0 0.0 0.0
H 3.002505 -0.513931 -3.656523 0.0 0.0 0.0
F -1.130333 -1.456954 1.274828 0.0 0.0 0.0
F -3.129846 0.612631 1.235755 0.0 0.0 0.0
H 1.441551 -0.395967 4.797860 0.0 0.0 0.0
Co 0.257850 0.102675 0.496242 -0.1 -0.1 0.2
C -3.477232 -0.938436 -2.536183 0.0 0.0 -0.1
C 3.585186 1.372617 2.022542 0.0 0.0 0.0
C -2.337372 -0.246382 -2.170179 0.0 0.0 0.0
H 4.681383 -1.443765 3.592670 0.0 0.0 0.0
```
Forces are in eV/Å.

Total energy (Ha): -3343.70506
Frontier orbital gap (alpha / beta) (hartree): 0.2712 / 0.2789
2S+1: 2
Expectation value of S²: 1.197

Mulliken population analysis, charges in e, atoms 1 to 4:
1. C 0.445
2. H 0.489
3. C -0.884
4. O -0.509

[4]
The following is a DFT calculation (wB97M-V/def2-TZVPD) of a 3-piece molecular cluster, C14H19BO overall.

Structure (XYZ):
```
35
Properties=species:S:1:pos:R:3:forces:R:3
H 2.406646 -2.055030 1.877685 0.0 0.0 0.0
C 1.308559 0.608198 -1.736460 0.0 0.0 0.0
C 2.998198 -2.364283 1.025340 0.0 0.0 0.0
H 6.187020 -3.124483 0.181866 0.0 0.0 0.0
H 4.836441 -2.427296 2.129035 0.0 0.0 0.0
B -2.386112 2.748897 1.765038 -0.4 -0.3 -0.2
H -1.578612 0.121740 -3.436241 0.0 0.0 0.0
H 2.676073 -3.088920 -2.264268 0.0 0.0 0.0
H -0.947834 0.462273 0.782098 0.0 0.0 0.0
C 0.451227 0.427987 -2.812630 0.0 0.0 0.0
H -1.901703 3.290948 0.822732 0.2 0.1 0.1
H 1.473708 0.764100 0.395740 0.0 0.0 0.0
C 0.804686 0.625441 -0.443722 0.0 0.0 0.0
C 4.515522 -3.149104 -1.162000 0.0 0.0 0.0
H 5.107671 -3.452855 -2.015614 0.0 0.0 0.0
C 5.122387 -2.963318 0.072429 0.0 0.0 0.0
O -6.137072 2.261032 1.887165 -0.4 0.0 -0.3
H 1.327263 -2.385784 -0.319368 0.0 0.0 0.0
H -3.849142 1.635588 0.542354 -0.1 -0.2 -0.2
C -4.867783 2.860385 1.990556 0.5 0.0 -0.2
C -1.413677 0.275670 -1.303744 0.0 0.0 0.0
H -1.939621 2.847339 2.864934 0.2 0.1 0.0
H -4.730314 3.144045 3.027205 -0.2 0.0 0.3
C 4.363496 -2.571210 1.166139 0.0 0.0 0.0
H 2.370834 0.729147 -1.903929 0.0 0.0 0.0
C -0.910258 0.262119 -2.596608 0.0 0.0 0.0
H -4.801256 3.777858 1.400313 -0.2 0.1 -0.1
C 2.391053 -2.551999 -0.208365 0.0 0.0 0.0
C -0.555493 0.457119 -0.228086 0.0 0.0 0.0
C -3.719598 1.933963 1.576966 0.5 0.4 0.1
H 0.844287 0.414938 -3.820967 0.0 0.0 0.0
H -2.474423 0.142046 -1.133660 0.0 0.0 0.0
C 3.149921 -2.944298 -1.301892 0.0 0.0 0.0
H -3.723097 1.063316 2.224384 -0.2 -0.3 0.1
H -6.398998 2.224431 0.955577 0.2 0.0 0.3
```
Forces are in eV/Å.

Total energy (Ha): -644.89749
Frontier orbital gap (hartree): 0.3496
2S+1: 1

Mulliken population analysis, charges in e, atoms 1 to 4:
1. H 0.389
2. C -0.343
3. C -0.401
4. H 0.359

total energy of number 2 (C9H18O3Si2)?
-1158.31130 Ha